[1]
Entry from the OMol25 dataset: a molecular structure, C39H29Br2CrN3OS2Sb (ωB97M-V/def2-TZVPD).

The total charge is 0. Its total energy is -244147.7128 eV. The calculation puts the gap between HOMO and LUMO (alpha / beta) at 6.61 / 7.31 eV. Its HOMO energy (alpha / beta) is -7.99 / -8.28 eV. The spin multiplicity is 4.

CARTESIAN COORDINATES (ANGSTROEM)
Sb (-1.4112, -0.7133, 1.1569)
Br (-0.0136, -3.5718, -3.2364)
Br (4.9026, -1.3953, -4.9383)
Cr (-0.3562, 0.8776, -0.9635)
S (-1.2400, 1.4047, -3.0221)
S (-1.2217, 2.8717, -0.2507)
O (-0.1327, -0.9171, -1.6561)
N (1.5376, 1.0986, -1.6447)
N (-1.5121, 6.6139, -6.3091)
N (-1.6098, 8.5166, -2.6993)
C (3.6086, 2.0924, -2.2675)
C (-3.0979, -4.0071, -1.0602)
C (2.6437, 0.8287, 2.0654)
C (-2.0461, -1.2803, 3.1554)
C (0.3703, 1.6644, 2.7176)
C (1.8788, 0.0142, -2.4285)
C (3.9494, 1.0438, -3.0620)
C (2.3898, 2.1126, -1.5542)
C (2.9836, -1.1721, 0.7739)
C (-4.1505, -1.8613, 4.2371)
C (-1.4194, 5.1917, -1.6797)
C (-3.4423, -1.4215, 3.1341)
C (2.3983, -2.2376, -3.9481)
C (3.4989, -0.0742, 1.4493)
C (-1.3472, -1.5942, 4.3300)
C (-3.4618, -2.1664, 5.4024)
C (-1.4786, 5.9356, -2.8493)
C (-2.0866, -2.0314, 5.4355)
C (-1.3196, 3.8047, -1.7259)
C (3.3077, -1.2209, -3.9282)
C (1.2602, 0.6773, 2.0060)
C (2.0895, 3.3330, -0.7411)
C (-1.7113, -2.7139, 0.4458)
C (1.6111, -1.3431, 0.7057)
C (-1.4461, 5.2806, -4.0916)
C (-1.5715, -5.1063, 0.4279)
C (-2.5293, -5.1735, -0.5705)
C (-1.3056, 3.1476, -2.9639)
C (3.0754, -0.0572, -3.1633)
C (-1.3661, 3.8966, -4.1373)
C (0.1483, -1.5241, 4.5207)
C (-2.6779, -2.7866, -0.5586)
C (-1.4873, 6.0308, -5.3183)
C (0.7383, -0.4313, 1.3105)
C (-1.1613, -3.8877, 0.9712)
C (-0.2217, -3.9178, 2.1510)
C (1.2151, -2.1492, -3.1981)
C (0.9307, -1.0473, -2.4203)
C (-1.5589, 7.3700, -2.7754)
H (-1.4524, 5.6979, -0.7236)
H (-1.5460, -2.2804, 6.3436)
H (-1.3476, 3.3929, -5.0961)
H (-3.9957, -2.5111, 6.2801)
H (-3.1037, -1.8751, -0.9636)
H (1.3629, 3.1405, 0.0358)
H (-3.9922, -1.1830, 2.2268)
H (1.2065, -2.2027, 0.1858)
H (4.5712, 0.0749, 1.5055)
H (3.0553, 1.6695, 2.6153)
H (0.9441, 2.2632, 3.4249)
H (-5.2279, -1.9633, 4.1877)
H (3.6437, -1.8886, 0.2983)
H (4.2639, 2.9486, -2.1733)
H (-0.4291, 1.1660, 3.2675)
H (0.5202, -2.4781, 4.8995)
H (0.6772, -1.3004, 3.6084)
H (1.6909, 4.1182, -1.3891)
H (0.2762, -2.9682, 2.3106)
H (3.0097, 3.7052, -0.2890)
H (-0.0947, 2.3564, 2.0116)
H (-3.8456, -4.0449, -1.8441)
H (0.5412, -4.6869, 2.0192)
H (2.5888, -3.1233, -4.5383)
H (0.4020, -0.7609, 5.2602)
H (-2.8330, -6.1359, -0.9664)
H (-1.1406, -6.0217, 0.8205)
H (4.8814, 1.0416, -3.6122)
H (-0.7806, -4.1553, 3.0603)

[2]
Entry from the OMol25 dataset: a molecular structure, C39H29BrCaN8O4S2Se (ωB97M-V/def2-TZVPD).

The total charge is -2. Its total energy is -236525.0111 eV. The energy relative to the best compared isomer or geometry (same formula, charge and spin) comes out at 25.2 kcal per mole. The calculation puts the gap between HOMO and LUMO at 3.91 eV. Its HOMO energy is -1.03 eV.

CARTESIAN COORDINATES (ANGSTROEM)
Br (5.5256, -2.2986, -3.7363)
Se (-5.2727, 0.1260, 5.8603)
Ca (0.4674, -0.0786, -0.7129)
S (2.7194, -1.6799, 0.9887)
S (0.4368, -3.0842, -1.0755)
O (2.3079, 0.0630, -1.8567)
O (2.5364, -1.5332, -3.4423)
O (2.0730, 1.4249, 1.3200)
O (0.2409, -0.0987, 3.2954)
N (-4.4520, 1.3897, 4.9002)
N (-2.0445, 0.9896, -2.7780)
N (-2.0222, 0.0886, -1.9173)
N (3.9313, -4.8581, 2.2873)
N (-4.5740, -1.2188, 4.9142)
N (-1.4275, 1.2661, 1.1545)
N (1.2696, -6.5039, -0.1487)
N (-1.5518, -1.4297, 1.1594)
C (-5.4440, -1.2718, -2.3066)
C (-3.0433, -2.8416, 3.0320)
C (0.5309, 4.2382, -2.7197)
C (-2.0092, 3.4178, 2.0124)
C (0.7292, -1.2714, 3.9226)
C (-3.9684, -3.0194, -1.5795)
C (3.2714, -4.2171, 1.5872)
C (-1.1075, 2.0282, -2.6798)
C (-2.2734, -0.7719, 2.0731)
C (1.4121, -5.3575, -0.1025)
C (-5.2461, -2.5905, -1.9170)
C (6.3088, 0.3203, -4.3981)
C (-3.8122, -0.6756, 3.9947)
C (3.2893, 1.5303, 0.5856)
C (4.0771, 1.5887, -3.3792)
C (-3.0951, -0.8127, -1.9917)
C (-4.3793, -0.3896, -2.3540)
C (4.1350, 0.1975, -3.3288)
C (-2.2101, 0.6900, 2.0665)
C (6.2128, 1.7014, -4.4642)
C (-0.5655, 4.2005, -3.5774)
C (1.5337, -3.9367, -0.0677)
C (1.0477, 1.0322, 3.4739)
C (5.0959, 2.3384, -3.9446)
C (2.8842, -0.5450, -2.8136)
C (5.2758, -0.4199, -3.8372)
C (-1.3926, 3.0973, -3.5481)
C (-2.2787, -3.5039, 2.1037)
C (-1.3248, 2.5804, 1.1252)
C (-3.0519, -1.4426, 3.0320)
C (2.4638, -3.3669, 0.7744)
C (-2.9029, -2.1381, -1.6059)
C (0.7757, 3.1818, -1.8483)
C (0.0056, 2.0111, -1.8176)
C (-3.7470, 0.7662, 3.9863)
C (2.3326, 1.0611, 2.6640)
C (-2.9287, 1.4471, 3.0087)
C (-1.5466, -2.7473, 1.1798)
C (-2.8166, 2.8400, 2.9638)
H (3.0389, 1.6723, -0.4610)
H (-1.8991, 4.4915, 1.9468)
H (-6.4365, -0.9293, -2.5766)
H (-2.2828, 3.0427, -4.1661)
H (5.0138, 3.4188, -3.9818)
H (-0.6649, 2.9874, 0.3682)
H (1.3071, 1.1472, 4.5380)
H (1.6204, 3.2808, -1.1682)
H (3.8833, 2.3756, 0.9636)
H (1.6263, -1.6579, 3.4305)
H (-3.3728, 3.4294, 3.6815)
H (3.8752, 0.6107, 0.6669)
H (-1.9006, -2.4720, -1.3566)
H (-6.0827, -3.2776, -1.8753)
H (-0.7680, 5.0259, -4.2501)
H (-2.2308, -4.5839, 2.0805)
H (2.8423, 0.0905, 2.6969)
H (-0.9250, -3.2324, 0.4263)
H (0.4342, 1.8844, 3.1688)
H (-3.6322, -3.3694, 3.7712)
H (7.0107, 2.2757, -4.9211)
H (-3.7947, -4.0496, -1.2938)
H (-0.0578, -2.0193, 3.8399)
H (3.1960, 2.0718, -2.9720)
H (-4.5215, 0.6414, -2.6498)
H (0.9409, -1.0827, 4.9860)
H (3.0019, 1.8117, 3.1156)
H (7.1789, -0.1920, -4.7867)
H (1.1986, 5.0952, -2.7388)

[3]
Entry from the OMol25 dataset: a molecular structure, C39H29CoIN6O8S (ωB97M-V/def2-TZVPD).

The total charge is +1. Its total energy is -122790.1229 eV. The energy relative to the best compared isomer or geometry (same formula, charge and spin) comes out at 42.3 kcal per mole. The calculation puts the gap between HOMO and LUMO (alpha / beta) at 7.15 / 7.02 eV. Its HOMO energy (alpha / beta) is -10.90 / -10.90 eV.

CARTESIAN COORDINATES (ANGSTROEM)
I (3.5900, 6.5676, -0.9352)
Co (-0.2626, -0.3008, -0.0050)
S (1.6828, -3.9226, 2.5217)
O (1.6463, 1.0884, 6.7122)
O (0.2121, -2.0055, -0.3014)
O (3.6645, 1.6178, 6.2086)
O (2.9840, -3.5116, 2.9567)
O (-1.3655, 1.5156, -0.1602)
O (0.4023, 0.2640, -1.6535)
O (0.7856, -4.5345, 3.4522)
O (0.6620, 0.8539, -3.7801)
N (-6.0992, -2.0078, -0.7101)
N (2.5534, 1.2416, 5.9179)
N (0.9314, -2.6370, 1.8147)
N (1.7795, 0.0283, 0.5071)
N (-2.1510, -0.9724, 0.0375)
N (-0.2588, -0.2236, 2.0657)
C (-1.2498, -0.6175, 2.8441)
C (-1.1877, -0.5243, 4.2322)
C (-2.3145, 0.8393, -2.8283)
C (-1.7903, 3.7960, -0.4119)
C (2.2780, 0.9593, 4.4793)
C (-3.1544, 2.9839, -4.3774)
C (-3.1737, -0.2324, 0.5128)
C (-2.7407, 3.1948, -3.0751)
C (0.8724, 0.2193, 2.6560)
C (-4.4859, -0.5436, 0.3029)
C (3.1722, 0.9150, 2.2411)
C (2.7860, 0.1032, -0.3394)
C (-3.1527, 1.6986, -4.9041)
C (1.9582, 4.0720, -0.4980)
C (1.9704, 0.4127, 1.7758)
C (3.2863, 1.2249, 3.6335)
C (1.4011, 2.4026, -2.1580)
C (1.0091, 0.4113, 4.0306)
C (2.6572, 4.7864, -1.4606)
C (-2.3049, 2.1239, -2.2855)
C (0.7675, 1.1030, -2.6014)
C (0.7755, -2.8317, 0.5514)
C (2.0973, 3.1401, -3.1121)
C (-0.0856, 0.0196, 4.8310)
C (-2.4654, -2.0688, -0.6788)
C (1.2809, -4.1237, 0.0160)
C (4.2271, 1.0394, 1.3199)
C (2.3315, -6.6112, -0.4808)
C (1.3286, 2.8877, -0.8552)
C (2.3395, -6.1344, 0.8263)
C (1.8089, -4.8816, 1.0438)
C (-4.8179, -1.6773, -0.4628)
C (-2.7391, 0.6255, -4.1249)
C (-1.7914, 2.3840, -0.9316)
C (2.7255, 4.3302, -2.7713)
C (-3.7517, -2.4480, -0.9492)
C (1.2806, -4.5841, -1.2874)
C (4.0369, 0.6114, 0.0331)
C (1.8192, -5.8450, -1.5266)
H (4.8284, 0.6617, -0.7013)
H (-1.2003, 4.4378, -1.0690)
H (2.5974, -0.2482, -1.3446)
H (5.1784, 1.4467, 1.6419)
H (-1.3560, 3.8109, 0.5835)
H (-2.7622, 4.2008, -2.6781)
H (-1.9598, 0.0087, -2.2454)
H (1.9012, 4.4375, 0.5204)
H (1.8466, -6.2342, -2.5368)
H (2.7400, -7.5923, -0.6886)
H (-3.4677, 3.8229, -4.9846)
H (-2.8069, 4.1936, -0.3699)
H (-2.1194, -1.0283, 2.3691)
H (-6.3256, -2.8002, -1.2830)
H (-2.7218, -0.3747, -4.5386)
H (-2.0173, -0.8823, 4.8257)
H (-6.8549, -1.4370, -0.3786)
H (2.7501, -6.7242, 1.6367)
H (-0.0442, 0.1297, 5.8993)
H (-3.9353, -3.3410, -1.5322)
H (0.7623, 2.3515, -0.1091)
H (-2.9136, 0.6459, 1.0829)
H (-5.2598, 0.0850, 0.7234)
H (0.8806, -3.9738, -2.0882)
H (-1.6326, -2.6521, -1.0413)
H (2.1441, 2.7601, -4.1248)
H (4.2069, 1.6365, 4.0215)
H (3.2539, 4.9020, -3.5225)
H (-3.4734, 1.5350, -5.9255)